1.
# C24H29ClN2O8S

The molecule C24H29ClN2O8S in a non-equilibrium geometry (ωB97M-V/def2-TZVPD, the Open Molecules 2025 dataset).

XYZ file:
```
65
Properties=species:S:1:pos:R:3:forces:R:3
C 0.062621 3.868280 -0.894979 0.18 -0.17 0.12
H -0.060953 4.773920 -0.306642 -0.06 0.11 0.04
H -0.921636 3.496748 -1.170173 -0.15 -0.01 -0.02
H 0.619341 4.106689 -1.797118 -0.04 0.05 -0.09
C 0.827356 2.807503 -0.105709 -0.45 -0.02 -0.35
N 2.163026 3.225519 0.242683 0.84 -0.19 -0.74
S 3.342962 2.879406 -0.847443 -0.14 -0.16 0.08
O 2.883198 3.119652 -2.189184 -0.14 -0.23 0.13
O 4.559019 3.511899 -0.431917 0.01 -0.07 0.32
C 3.491346 1.088386 -0.685729 -0.18 0.45 0.03
C 3.175896 0.513724 0.524340 0.00 -0.09 0.11
C 3.140663 -0.871137 0.652488 0.18 0.15 -0.32
C 3.459970 -1.647291 -0.465779 0.02 0.25 0.12
C 3.813931 -1.062378 -1.669938 -0.01 0.18 0.06
C 3.820810 0.318647 -1.785241 0.05 -0.01 -0.16
H 4.052942 0.803323 -2.719029 0.02 -0.02 -0.17
H 4.060939 -1.686479 -2.514576 0.00 -0.06 -0.04
Cl 3.370376 -3.373360 -0.347795 0.00 -0.15 -0.01
N 2.695171 -1.477503 1.820347 0.05 -0.49 -0.17
C 2.544902 -0.870734 3.039390 -0.04 -0.40 0.26
O 3.164678 0.089543 3.414646 0.09 0.15 0.10
C 1.514402 -1.599248 3.908809 0.14 0.47 0.20
H 1.918344 -2.533730 4.303568 -0.03 0.09 -0.05
O 0.366303 -1.956738 3.149301 -0.25 -0.25 -0.07
C -0.163368 -0.954428 2.403310 0.22 0.46 0.00
O 0.327805 0.152688 2.369359 -0.13 -0.14 0.16
C -1.331498 -1.390534 1.655801 -0.39 0.16 -0.40
C -1.901313 -0.547718 0.774213 0.68 -0.23 0.64
C -3.044382 -0.772501 -0.067858 -0.76 -0.17 -0.54
C -3.798108 -1.945437 -0.020887 0.17 0.15 0.06
C -4.900247 -2.134596 -0.839920 -0.11 -0.04 -0.08
C -5.273914 -1.126280 -1.747568 0.09 0.26 -0.08
C -4.506787 0.063298 -1.796935 -0.34 -0.26 -0.14
C -3.416463 0.231456 -0.968792 0.14 -0.10 0.17
H -2.831395 1.135579 -1.005164 0.05 0.14 -0.04
O -4.943285 0.975982 -2.703888 -0.07 -0.36 0.16
C -4.240090 2.189101 -2.824171 0.12 0.20 -0.01
H -4.759723 2.750578 -3.598532 0.07 0.00 0.06
H -4.258918 2.760298 -1.890216 0.01 -0.03 -0.03
H -3.202004 2.026049 -3.131513 -0.03 0.00 0.02
O -6.308467 -1.131387 -2.617566 0.37 0.18 0.22
C -7.193548 -2.222983 -2.727686 -0.41 -0.38 -0.13
H -7.903767 -1.928948 -3.500301 0.04 -0.03 0.06
H -6.677153 -3.134301 -3.035301 -0.06 0.08 0.02
H -7.727250 -2.408169 -1.793510 0.04 0.02 -0.10
O -5.659750 -3.277115 -0.809130 0.07 0.48 -0.21
C -5.306464 -4.303024 0.085685 0.04 -0.16 0.13
H -5.359555 -3.968369 1.126507 0.02 -0.01 -0.04
H -4.306619 -4.696042 -0.123920 -0.03 0.03 0.02
H -6.041947 -5.089878 -0.075609 0.08 0.02 0.06
H -3.513293 -2.713193 0.676546 -0.02 -0.15 0.08
H -1.434570 0.426398 0.679909 0.06 0.07 0.02
H -1.672078 -2.394793 1.845275 -0.12 -0.13 -0.05
H 1.237378 -0.934489 4.733085 0.12 -0.08 -0.16
H 2.305267 -2.405184 1.698576 -0.02 0.23 0.11
H 2.908896 1.130742 1.363639 -0.08 0.00 0.10
C 2.387962 4.114696 1.358085 0.33 0.23 0.49
C 2.322546 3.406387 2.710196 0.00 0.14 -0.30
H 2.353170 4.145689 3.506574 -0.01 0.05 0.12
H 1.404701 2.831127 2.806226 -0.10 -0.09 0.08
H 3.163368 2.730788 2.840535 0.07 -0.09 0.03
H 1.654370 4.928667 1.327813 0.09 -0.04 -0.10
H 3.381247 4.538932 1.206034 -0.16 0.17 0.14
H 0.295202 2.536441 0.810908 0.09 -0.10 -0.04
H 0.932777 1.907400 -0.717698 -0.24 -0.08 0.12
```
Positions in Å, forces in eV/Å.

Results
Total charge: 0
Molecular weight, g/mol: 541.0
E_tot, Eh: -2501.71414
Energy above the lowest of the compared OMol25 structures with the same formula, charge and spin, eV: 0.1662
Spin multiplicity: 1
Frontier orbital gap, eV: 7.704

Löwdin population analysis, charges in e, atoms 1 to 5: atom 1 (C): -0.062, atom 2 (H): 0.070, atom 3 (H): 0.061, atom 4 (H): 0.067, atom 5 (C): -0.254

=====

2.
# C24H29F3IN8O3PPt

A structure of composition C24H29F3IN8O3PPt in a non-equilibrium geometry (ωB97M-V/def2-TZVPD, the Open Molecules 2025 dataset).

XYZ file:
```
70
Properties=species:S:1:pos:R:3:forces:R:3
Pt -0.219033 0.168638 0.353665 1.17 -0.23 -0.08
N -3.375717 -3.078038 0.899568 -0.11 0.30 -0.03
C -3.154849 -1.760562 0.855732 -0.07 -0.01 0.00
N -1.871851 -1.563064 0.635885 0.37 0.22 -0.13
C -1.345089 -2.816550 0.553894 -0.68 0.21 0.12
N -2.244823 -3.757422 0.710850 0.48 -0.33 -0.08
C 0.080324 -2.992495 0.389831 0.44 -0.55 -0.04
C 0.693168 -4.250210 0.400886 -0.43 0.57 -0.04
N 2.001452 -4.361375 0.335733 0.45 -0.48 0.02
C 2.733370 -3.261141 0.280428 -0.37 0.13 -0.03
C 2.139067 -2.003202 0.260551 0.36 0.13 -0.05
N 0.818561 -1.881439 0.296421 -0.47 0.29 0.22
H -4.242981 -3.579967 1.030349 0.00 0.06 0.03
H -3.902972 -0.998731 0.986011 -0.12 -0.03 -0.01
H 0.091336 -5.147333 0.473905 0.01 -0.02 -0.01
H 3.808049 -3.377360 0.251622 0.04 0.08 0.00
H 2.728366 -1.098667 0.243810 -0.06 0.02 -0.09
I -2.150324 1.428117 -1.151708 -0.33 0.53 0.54
C -2.688919 2.503368 0.613910 0.51 -0.74 -0.44
C -3.609770 3.523733 0.475860 -0.22 0.36 0.21
C -3.960444 4.279354 1.592305 -0.07 -0.09 -0.58
C -3.380138 4.011347 2.818154 0.31 -0.19 0.48
C -2.450197 2.969025 2.967565 -0.14 0.06 -0.35
C -1.846191 2.707907 4.217348 -0.34 0.42 -0.05
C -0.932059 1.679792 4.371330 0.48 -0.67 -0.26
C -0.596255 0.881714 3.280613 -0.12 0.32 1.17
C -1.134857 1.136953 2.023566 0.15 -0.37 -0.97
C -2.081872 2.172252 1.838963 -0.21 0.28 0.22
H -4.044385 3.746465 -0.488624 -0.04 0.01 0.00
H -4.678503 5.079785 1.484816 -0.01 0.03 0.03
H -3.630471 4.612381 3.682598 -0.05 0.03 0.01
H -2.113114 3.334847 5.058885 0.00 -0.02 0.04
H -0.468855 1.494754 5.330416 -0.04 0.03 0.06
H 0.114080 0.079140 3.426679 0.02 0.00 -0.09
F 4.137653 2.010715 1.722710 -0.16 -0.02 0.01
C 2.926366 2.509838 1.992800 0.25 0.12 -0.26
F 2.893287 3.777723 1.596898 -0.07 -0.11 0.02
F 2.735971 2.466005 3.312605 -0.10 -0.03 0.09
C 1.835538 1.665605 1.287357 0.52 0.56 0.15
O 1.026231 2.225792 0.529642 -0.57 -0.11 -0.18
O 1.819246 0.446161 1.557013 -0.53 -0.44 -0.01
C 4.780726 0.765278 -2.674960 0.24 -0.11 0.11
N 3.476797 1.280821 -2.307074 -1.08 -0.56 -0.27
C 3.476318 2.635865 -1.787471 0.08 0.23 0.04
P 2.005845 0.729179 -2.905961 1.79 0.30 -1.35
O 1.000024 0.456869 -1.844059 -0.96 -0.14 0.80
N 1.500719 1.865667 -4.007579 -0.18 -0.53 0.86
C 0.169779 2.434192 -3.977283 -0.03 0.07 -0.10
C 2.448883 2.509478 -4.895762 0.06 0.21 -0.14
N 2.425173 -0.622784 -3.801758 -0.32 0.44 0.55
C 1.805444 -0.911968 -5.086329 -0.02 -0.06 -0.09
C 2.730966 -1.816622 -3.028554 0.05 -0.02 -0.14
H 5.376806 1.528071 -3.183327 -0.06 0.01 -0.08
H 4.677391 -0.094613 -3.330002 0.08 0.06 -0.03
H 5.333201 0.463972 -1.778988 0.02 0.01 -0.05
H 3.696009 3.372627 -2.568916 0.03 -0.05 0.01
H 4.249044 2.737854 -1.026153 -0.06 0.00 0.15
H 2.507208 2.879141 -1.357054 0.00 0.04 0.10
H -0.509845 1.744477 -3.482109 0.01 0.03 -0.09
H -0.180946 2.598609 -4.998406 -0.05 -0.03 0.01
H 0.144036 3.395403 -3.451090 0.00 -0.02 0.00
H 3.398410 1.977493 -4.894567 0.00 0.00 -0.01
H 2.625389 3.550174 -4.605916 0.02 -0.04 0.00
H 2.059432 2.518191 -5.916823 0.03 -0.08 0.00
H 1.609551 0.005294 -5.633337 0.01 -0.01 -0.01
H 0.865525 -1.464002 -4.974448 -0.01 0.00 0.01
H 2.490271 -1.526609 -5.672746 -0.02 0.02 -0.02
H 3.185594 -1.531596 -2.081679 0.07 -0.07 -0.02
H 3.436688 -2.437506 -3.583076 0.03 -0.03 0.05
H 1.833205 -2.415189 -2.829305 -0.01 0.01 0.04
```
Positions in Å, forces in eV/Å.

Results
Total charge: +2
Molecular weight, g/mol: 887.5
E_tot, Eh: -2653.08886
Spin multiplicity: 5
Frontier orbital gap (spin up / spin down), eV: 6.848 / 3.797

Löwdin population analysis, charges in e, atoms 1 to 5: atom 1 (Pt): 1.165, atom 2 (N): 0.068, atom 3 (C): -0.116, atom 4 (N): 0.023, atom 5 (C): -0.299

=====

3.
# C24H29FN4O2

The molecule C24H29FN4O2 (ωB97M-V/def2-TZVPD, the Open Molecules 2025 dataset).

XYZ file:
```
60
Properties=species:S:1:pos:R:3:forces:R:3
O 0.831228 1.396927 -1.949460 0.29 0.11 0.10
C -0.078217 0.596367 -1.835668 -0.18 -0.05 0.27
N -1.090015 0.547863 -2.749388 -0.24 0.27 -0.25
C -2.075244 -0.504457 -2.835517 -0.03 -0.18 0.03
H -2.337720 -0.872344 -1.846875 -0.05 0.02 -0.04
C -1.522513 -1.643082 -3.736037 -0.18 -0.22 0.05
N -0.412623 -1.134046 -4.518863 -0.24 -0.13 -0.25
C 0.856099 -1.328323 -4.013515 0.37 -0.31 -0.01
N 0.981602 -2.286767 -3.091999 -0.21 0.07 -0.15
C 2.178916 -2.561076 -2.604696 0.31 0.01 0.10
C 3.332851 -1.908124 -2.986641 0.08 0.01 0.02
C 3.213085 -0.915467 -3.952522 -0.13 -0.08 0.06
C 1.975899 -0.620878 -4.479531 0.01 0.08 0.00
H 1.884767 0.150919 -5.224989 -0.04 0.08 -0.05
H 4.083975 -0.370426 -4.287117 0.04 0.04 -0.04
H 4.286331 -2.156653 -2.549245 0.07 -0.05 0.05
H 2.196191 -3.347694 -1.859399 0.12 -0.06 0.06
C -0.766432 0.131157 -5.125399 0.04 0.08 -0.01
H -1.724605 -0.016793 -5.631388 0.10 0.01 -0.03
H -0.035580 0.420173 -5.878478 -0.09 0.02 -0.03
C -0.894052 1.212898 -4.022563 0.18 0.24 -0.02
H 0.020116 1.802787 -3.934601 -0.18 -0.04 -0.06
H -1.735639 1.881999 -4.227085 0.06 0.00 -0.03
H -2.297550 -2.002314 -4.419166 0.01 0.00 0.06
H -1.149514 -2.476766 -3.143691 -0.22 0.11 -0.09
H -2.973298 -0.067173 -3.283697 0.01 -0.05 0.10
C -0.176872 -0.372564 -0.676275 0.31 0.21 0.15
H -0.114557 -1.386528 -1.079685 -0.13 -0.04 0.00
C 0.961866 -0.138863 0.313406 -0.11 -0.28 -0.13
H 1.884364 0.013155 -0.251148 0.00 0.08 0.08
H 0.759064 0.784536 0.856188 0.10 0.09 0.00
C 1.166645 -1.301582 1.286832 -0.04 0.10 0.13
C -0.097852 -1.623925 2.092703 -0.04 -0.28 -0.44
N -0.434883 -0.521540 2.966623 0.04 -0.20 0.03
C -1.489521 0.264613 2.677788 -0.10 0.04 0.19
O -2.253170 0.038185 1.753117 -0.21 0.14 -0.17
C -1.713137 1.439999 3.584688 -0.26 0.23 0.07
C -2.302835 1.268979 4.832428 0.06 -0.11 -0.10
C -2.577433 2.366097 5.630217 0.03 -0.02 -0.05
C -2.266160 3.643225 5.195866 0.07 0.14 -0.14
C -1.687634 3.794788 3.948821 0.00 -0.11 0.08
C -1.409925 2.716009 3.129755 0.01 0.06 0.06
H -0.971543 2.873261 2.156470 0.04 0.05 -0.12
F -1.381291 5.035581 3.519134 -0.03 -0.11 0.02
H -2.469528 4.511784 5.801750 -0.01 0.10 0.04
H -3.037050 2.227708 6.596973 -0.04 0.00 0.08
H -2.550051 0.274227 5.172055 -0.02 -0.10 0.04
C 0.581995 -0.238926 3.951333 0.41 0.36 0.24
H 0.264592 0.589235 4.586295 0.04 -0.17 -0.02
C 1.910918 0.092412 3.266449 -0.07 -0.22 0.09
C 2.299807 -1.007974 2.278865 -0.06 0.11 -0.11
H 3.199212 -0.712387 1.736757 0.07 -0.06 -0.01
H 2.528978 -1.920527 2.835745 0.06 -0.05 0.02
H 1.818739 1.045404 2.744878 0.00 0.09 0.04
H 2.686561 0.202438 4.025913 0.01 0.06 0.01
H 0.706701 -1.131283 4.577681 -0.03 0.07 0.03
H -0.951085 -1.810068 1.441348 0.07 -0.05 0.09
H 0.077339 -2.513075 2.709287 -0.03 0.02 -0.02
H 1.428767 -2.190927 0.703478 -0.03 -0.02 0.01
H -1.139079 -0.240170 -0.178204 -0.01 -0.11 -0.06
```
Positions in Å, forces in eV/Å.

Results
Total charge: 0
Molecular weight, g/mol: 424.5
E_tot, Eh: -1401.36147
Energy above the lowest of the compared OMol25 structures with the same formula, charge and spin, eV: 0.1718
Spin multiplicity: 1
Frontier orbital gap, eV: 8.725

Löwdin population analysis, charges in e, atoms 1 to 5: atom 1 (O): 0.060, atom 2 (C): -0.443, atom 3 (N): -0.059, atom 4 (C): -0.109, atom 5 (H): 0.117

=====

4.
# C24H29FN4O4

The molecule C24H29FN4O4 in a non-equilibrium geometry (ωB97M-V/def2-TZVPD, the Open Molecules 2025 dataset).

XYZ file:
```
62
Properties=species:S:1:pos:R:3:forces:R:3
C 6.624124 1.107969 0.802441 -0.21 -0.08 -0.13
C 5.231669 0.965605 0.203552 0.05 0.27 0.10
C 4.532566 2.318908 0.084765 0.16 -0.12 0.24
N 3.202578 2.179620 -0.455173 -0.05 -0.12 -0.38
C 2.083237 2.486113 0.200462 0.24 0.02 0.01
O 2.000416 2.977440 1.314943 -0.02 0.04 0.12
C 0.830215 2.137909 -0.606548 -0.24 -0.04 -0.07
O 0.893184 1.588921 -1.695469 0.07 0.04 -0.09
N -0.288410 2.478777 0.040272 0.02 0.20 0.34
H -0.153519 2.898499 0.953330 0.12 -0.06 -0.13
C -1.616246 2.175290 -0.424082 -0.27 -0.28 0.03
H -2.224826 3.083476 -0.390602 0.03 -0.06 -0.12
H -1.512598 1.840028 -1.457746 -0.11 0.09 0.03
C -2.305605 1.087058 0.434885 0.03 0.16 -0.22
N -1.614703 -0.188103 0.507618 0.19 0.06 0.15
C -1.264977 -0.774277 -0.773986 0.04 -0.32 -0.09
H -2.141168 -0.721751 -1.424307 0.03 -0.01 -0.08
C -0.875578 -2.238897 -0.548819 -0.11 0.19 -0.24
N 0.205485 -2.370252 0.404960 -0.41 -0.30 0.10
C 1.526565 -2.259810 -0.004421 0.46 -0.09 -0.19
C 2.557601 -2.543435 0.903530 -0.11 0.09 -0.03
C 3.883017 -2.516705 0.524323 0.18 0.08 -0.25
C 4.202609 -2.211579 -0.785549 -0.14 0.00 -0.06
C 3.217770 -1.935818 -1.712255 0.46 -0.08 0.14
C 1.892533 -1.959495 -1.322313 -0.23 0.02 0.20
H 1.147143 -1.723446 -2.062818 -0.11 0.05 -0.04
H 3.486648 -1.697506 -2.729513 0.05 0.02 -0.10
F 5.505706 -2.178614 -1.163760 -0.08 0.01 0.04
H 4.666892 -2.740223 1.230991 0.09 -0.03 0.06
H 2.321004 -2.814076 1.920342 -0.04 -0.05 0.07
C -0.197588 -1.778188 1.663906 0.07 0.45 0.20
C -0.528378 -0.293529 1.459729 0.13 -0.32 0.20
H -0.844016 0.147841 2.408004 0.04 0.05 0.00
H 0.392802 0.212597 1.127383 -0.05 -0.04 0.12
H 0.587075 -1.875583 2.411014 -0.04 -0.05 0.00
H -1.089468 -2.304667 2.015791 0.04 0.04 0.06
H -0.606360 -2.721294 -1.487819 -0.03 -0.02 0.01
H -1.736634 -2.767820 -0.126879 0.01 0.02 -0.09
H -0.428436 -0.247688 -1.257105 -0.13 -0.01 -0.01
C -3.729202 0.801141 -0.012983 -0.06 0.19 -0.07
C -4.310380 1.333622 -1.151475 0.21 0.02 0.19
C -5.615931 1.018017 -1.531189 -0.45 -0.24 0.05
C -6.312283 0.147374 -0.733234 0.40 -0.07 0.33
C -5.732750 -0.401036 0.413246 -0.02 0.31 -0.41
C -4.453379 -0.090225 0.790466 -0.43 -0.12 -0.02
H -4.006655 -0.522548 1.669100 0.08 -0.10 0.14
O -6.634168 -1.233172 1.022467 0.45 0.11 0.13
C -7.799055 -1.191818 0.226426 -1.06 -0.64 0.23
O -7.589257 -0.326922 -0.869404 0.24 0.30 -0.29
H -8.030254 -2.204170 -0.142170 0.13 0.24 0.05
H -8.645191 -0.824264 0.829080 0.25 -0.01 -0.13
H -6.059190 1.438803 -2.417718 -0.07 0.06 -0.13
H -3.759844 2.012529 -1.780777 0.11 0.10 -0.07
H -2.355129 1.467561 1.464368 0.03 -0.02 -0.07
H 3.080535 1.738663 -1.359445 -0.13 0.05 0.13
H 4.425198 2.783600 1.068021 0.08 0.02 -0.11
H 5.116348 2.985197 -0.559812 -0.02 0.01 0.11
H 5.306547 0.513035 -0.787005 -0.07 -0.09 -0.02
H 4.625547 0.305922 0.828003 -0.07 -0.02 -0.09
H 7.109035 0.136930 0.853868 0.12 -0.06 0.04
H 7.237765 1.765595 0.190891 0.14 0.07 -0.03
H 6.569357 1.522894 1.806185 0.05 0.05 0.12
```
Positions in Å, forces in eV/Å.

Results
Total charge: 0
Molecular weight, g/mol: 456.5
E_tot, Eh: -1551.82092
Energy above the lowest of the compared OMol25 structures with the same formula, charge and spin, eV: 1.7620
Spin multiplicity: 1
Frontier orbital gap, eV: 8.207

Löwdin population analysis, charges in e, atoms 1 to 5: atom 1 (C): -0.102, atom 2 (C): -0.247, atom 3 (C): -0.179, atom 4 (N): 0.087, atom 5 (C): -0.414